Record 1
The following is a quantum chemistry calculation of an isolated molecule of C4H9NOS at a distorted geometry, from the Open Molecules 2025 dataset.

Geometry as ORCA input:
```
! wB97M-V def2-TZVPD RIJCOSX def2/J DEFGRID3
* xyz 0 1
C -0.09 -0.71 -1.47
C -0.06 -0.18 -0.04
C 0.33 1.28 0.04
S -0.77 2.49 -0.70
N 0.92 -0.97 0.73
C 0.69 -2.16 1.31
O -0.36 -2.75 1.41
H -0.37 -1.75 -1.61
H 0.88 -0.49 -1.92
H -0.80 -0.01 -1.93
H -0.96 -0.36 0.55
H 0.55 1.61 1.06
H 1.36 1.32 -0.35
H -0.49 2.60 -2.01
H 1.90 -0.83 0.52
H 1.63 -2.62 1.67
*
```

SMILES: C[C@H](CS)NC=O
Kohn-Sham gap in eV: 10.1411
HOMO in eV: -9.46
Relative energy (zero: lowest compared OMol25 entry of this formula, charge and spin) in kJ/mol: 81.27



Record 2
The following is a quantum chemistry calculation of a cluster of 3 separate species, C21H42BFNO13S in total at a distorted geometry, from the Open Molecules 2025 dataset.

Geometry as ORCA input:
```
! wB97M-V def2-TZVPD RIJCOSX def2/J DEFGRID3
* xyz -1 1
C -3.99 -1.90 0.89
N -2.89 -1.43 0.02
C -3.45 -1.07 -1.29
B -1.82 -2.42 -0.11
O -1.97 -3.50 -0.98
C -0.45 -2.31 0.69
C 0.20 -0.91 0.50
C -0.37 0.01 1.57
C 0.27 -0.25 2.90
C -0.37 0.52 4.06
C -1.70 1.12 3.75
O -2.73 0.53 3.60
F -1.71 2.47 3.61
C 1.76 0.26 2.83
O 2.15 0.87 1.81
O 2.39 0.01 3.83
O 0.37 -1.68 3.22
S -0.59 -2.65 2.43
O -0.10 -3.97 2.63
O -1.93 -2.47 2.89
H -4.00 -2.98 1.04
H -4.95 -1.56 0.54
H -3.86 -1.46 1.87
H -2.70 -0.64 -1.94
H -4.20 -0.31 -1.14
H -3.93 -1.93 -1.78
H -1.69 -3.20 -1.86
H 0.23 -3.04 0.27
H 0.00 -0.50 -0.48
H 1.27 -1.01 0.64
H -0.17 1.03 1.26
H -1.45 -0.11 1.54
H -0.49 -0.10 4.94
H 0.30 1.32 4.34
C 3.94 3.30 4.27
O 3.20 4.38 4.82
C 3.99 5.46 5.24
C 3.33 6.79 4.92
O 3.32 7.13 3.55
C 2.47 6.38 2.68
C 0.99 6.61 2.87
O 0.51 5.99 4.05
C -0.47 6.73 4.73
H 4.44 2.73 5.06
H 3.24 2.63 3.76
H 4.67 3.65 3.54
H 4.98 5.43 4.78
H 4.12 5.39 6.33
H 3.93 7.57 5.40
H 2.33 6.84 5.36
H 2.72 5.32 2.70
H 2.72 6.74 1.67
H 0.45 6.17 2.02
H 0.79 7.69 2.89
H -0.16 7.78 4.85
H -0.60 6.29 5.71
H -1.43 6.69 4.20
C 1.57 -2.35 -7.10
O 1.08 -3.65 -6.85
C 1.42 -4.15 -5.57
C 0.28 -4.95 -4.96
O -0.83 -4.18 -4.53
C -1.66 -3.57 -5.51
C -2.49 -4.53 -6.33
O -1.69 -5.23 -7.28
C -2.08 -6.58 -7.45
H 2.65 -2.37 -7.27
H 1.07 -1.98 -7.99
H 1.34 -1.68 -6.26
H 1.69 -3.34 -4.89
H 2.29 -4.82 -5.68
H 0.67 -5.41 -4.05
H -0.03 -5.76 -5.61
H -1.09 -2.89 -6.14
H -2.36 -2.96 -4.94
H -3.25 -3.96 -6.89
H -3.00 -5.23 -5.66
H -2.20 -7.08 -6.49
H -1.28 -7.08 -8.00
H -3.01 -6.65 -8.03
*
```

Kohn-Sham gap in eV: 7.3881
HOMO in eV: -5.26



Record 3
The following is a quantum chemistry calculation of a cluster of 2 separate species, C5H11NO in total at a distorted geometry, from the Open Molecules 2025 dataset.

Geometry as ORCA input:
```
! wB97M-V def2-TZVPD RIJCOSX def2/J DEFGRID3
* xyz 0 1
O -0.23 3.41 -0.28
C 0.10 2.14 -0.11
C -0.71 1.03 -0.40
C -0.38 -0.37 -0.01
C 0.61 -0.63 1.12
C 0.15 -1.08 -1.29
N 0.23 -3.25 0.74
H 1.08 2.10 0.29
H -1.80 1.20 -0.56
H -1.36 -0.87 0.26
H 0.48 -1.79 1.08
H 0.23 -0.20 2.07
H 1.63 -0.27 0.88
H -0.52 -1.00 -2.14
H 1.11 -0.57 -1.58
H 0.50 -2.08 -1.11
H 0.90 -3.63 1.38
H -0.57 -3.84 0.62
*
```

Kohn-Sham gap in eV: 3.7836
HOMO in eV: -7.58
Relative energy (zero: lowest compared OMol25 entry of this formula, charge and spin) in kJ/mol: 791.18



Record 4
The following is a quantum chemistry calculation of a cluster of 2 separate species, C2H5FSi in total at a distorted geometry, from the Open Molecules 2025 dataset.

Geometry as ORCA input:
```
! wB97M-V def2-TZVPD RIJCOSX def2/J DEFGRID3
* xyz 0 1
C 1.42 0.31 -0.61
C 0.61 0.43 0.41
F 2.70 0.49 -0.66
Si -1.26 -0.23 0.45
H 0.83 -1.29 -2.16
H 0.97 1.14 1.22
H -1.64 -0.28 -0.90
H -2.42 0.77 0.99
H -1.21 -1.33 1.25
*
```

Kohn-Sham gap (spin up / spin down) in eV: 9.6821 / 9.0897
HOMO (spin up / spin down) in eV: -10.21 / -9.60
Relative energy (zero: lowest compared OMol25 entry of this formula, charge and spin) in kJ/mol: 666.19



Record 5
The following is a quantum chemistry calculation of a cluster of 3 separate species, C2H11N2O2 in total at a distorted geometry, from the Open Molecules 2025 dataset.

Geometry as ORCA input:
```
! wB97M-V def2-TZVPD RIJCOSX def2/J DEFGRID3
* xyz 1 1
C -0.84 -0.18 1.98
N 0.63 1.16 -1.23
C -0.17 0.87 -0.18
N 0.17 0.22 0.93
H -1.05 -1.25 2.08
H -1.85 0.23 1.69
H -0.54 0.29 2.92
H 1.54 0.76 -1.49
H 0.10 1.68 -1.97
H -1.27 1.15 -0.29
H 1.01 -0.36 0.98
H -2.10 -0.25 -2.42
H -2.12 -1.65 -1.64
O -1.91 -0.71 -1.55
H 2.76 -0.11 0.57
H 3.22 -1.18 -0.23
O 2.41 -0.65 -0.16
*
```

Kohn-Sham gap in eV: 11.7909
HOMO in eV: -14.67
Relative energy (zero: lowest compared OMol25 entry of this formula, charge and spin) in kJ/mol: 100.00



Record 6
The following is a quantum chemistry calculation of a structure of composition C10H30N5O8Sr at a distorted geometry, from the Open Molecules 2025 dataset.

Geometry as ORCA input:
```
! wB97M-V def2-TZVPD RIJCOSX def2/J DEFGRID3
* xyz 1 1
Sr 4.98 -7.46 -10.40
C 9.89 -11.56 -9.96
C 8.95 -10.37 -9.93
O 7.98 -10.40 -9.16
O 9.07 -9.44 -10.79
H 10.80 -11.10 -10.34
H 9.37 -12.29 -10.57
H 10.00 -11.98 -8.96
C 7.42 -5.47 -15.28
O 6.63 -5.76 -14.44
N 7.16 -4.72 -16.40
N 8.69 -5.89 -15.31
H 7.80 -4.82 -17.18
H 6.22 -4.42 -16.63
H 9.44 -5.52 -15.87
H 8.96 -6.53 -14.58
C 9.10 -4.07 -8.22
O 8.21 -4.86 -7.95
N 9.30 -2.86 -7.73
N 10.01 -4.33 -9.10
H 10.18 -2.42 -7.97
H 8.73 -2.38 -7.05
H 9.99 -5.33 -9.25
H 10.81 -3.74 -9.25
C 3.28 -6.74 -7.04
O 2.77 -7.59 -7.93
C 2.07 -8.65 -7.34
C 1.52 -9.57 -8.47
N 2.61 -10.10 -9.33
C 2.22 -10.85 -10.56
C 3.42 -11.48 -11.16
O 4.17 -10.55 -11.95
C 4.89 -11.10 -13.02
H 4.18 -7.02 -6.49
H 2.66 -6.35 -6.23
H 3.50 -5.80 -7.56
H 1.27 -8.22 -6.73
H 2.68 -9.20 -6.64
H 0.86 -9.01 -9.13
H 0.90 -10.31 -7.97
H 2.93 -10.87 -8.75
H 1.74 -10.21 -11.30
H 1.44 -11.56 -10.26
H 3.03 -12.27 -11.79
H 3.98 -11.92 -10.33
H 5.96 -11.00 -12.85
H 4.71 -10.60 -13.96
H 4.63 -12.12 -13.31
O 4.04 -3.32 -10.55
H 4.32 -2.57 -11.08
H 3.17 -3.08 -10.23
O 1.88 -6.82 -13.16
H 1.17 -6.18 -13.11
H 1.80 -7.19 -14.03
*
```

Kohn-Sham gap in eV: 4.3264
HOMO in eV: -8.80